[1]
{"formula": "C51H45BCoF3NO2P2", "method": "ωB97M-V/def2-TZVPD", "symbols": ["H", "H", "C", "C", "C", "C", "C", "C", "H", "F", "H", "O", "H", "C", "C", "C", "C", "N", "C", "C", "F", "C", "C", "C", "H", "H", "C", "C", "H", "C", "H", "H", "C", "O", "H", "H", "H", "C", "B", "H", "H", "F", "H", "C", "P", "H", "H", "H", "C", "H", "C", "H", "H", "P", "C", "H", "C", "H", "H", "H", "C", "Co", "H", "C", "C", "C", "C", "H", "H", "C", "C", "H", "C", "C", "C", "C", "C", "H", "H", "C", "C", "C", "H", "H", "C", "C", "H", "C", "C", "H", "H", "H", "H", "H", "C", "H", "C", "C", "H", "H", "H", "C", "C", "C", "C", "H"], "coordinates": [[-0.510, 2.213, -2.662], [-1.335, -0.925, -3.144], [-6.744, -3.142, -2.225], [-0.473, 3.226, 4.789], [-4.404, -3.388, -1.757], [1.567, -0.272, -4.796], [1.521, 4.836, -3.377], [-4.707, 2.365, -0.145], [0.535, 0.806, 2.649], [-7.954, -4.358, -3.840], [4.488, -3.558, 4.549], [0.179, -2.113, 2.106], [0.778, 4.396, -4.027], [2.224, 5.952, -3.781], [-4.309, -2.019, -1.487], [1.219, -2.603, 2.866], [3.557, -3.286, 4.069], [1.011, 3.224, -1.635], [3.267, -6.008, 5.379], [2.359, -3.829, 4.550], [-8.409, -4.744, -1.767], [3.654, 1.447, -2.291], [4.701, -0.976, -1.435], [0.633, -0.303, -3.757], [-3.335, 1.211, 1.023], [0.023, 4.323, -0.188], [-5.451, -1.227, -1.594], [-3.742, 3.979, -1.642], [-3.856, 4.750, -2.392], [5.026, 1.299, -2.140], [0.204, -3.864, 4.255], [2.861, 4.501, -0.248], [-2.316, 2.639, -0.229], [2.152, -1.245, 1.335], [6.618, -0.026, -1.589], [0.353, -4.473, 6.421], [2.039, 6.375, -4.759], [-6.665, -1.785, -1.961], [0.754, -1.271, 1.150], [3.712, 7.406, -3.264], [-5.377, -0.167, -1.389], [-9.051, -2.895, -2.685], [2.420, -3.200, 7.223], [-0.653, 2.517, 2.112], [-0.710, 2.040, 0.366], [-1.857, 4.291, 1.890], [3.292, -6.711, 6.214], [3.276, 2.389, -2.664], [-0.008, -1.385, -6.228], [2.863, -6.527, 4.508], [-8.044, -3.779, -2.628], [2.550, 0.156, -4.636], [4.032, -3.750, 6.759], [0.993, 0.417, -2.140], [5.549, 0.089, -1.709], [1.970, -0.800, -6.830], [0.583, 2.228, -2.584], [-1.906, -1.871, -5.353], [4.544, -1.997, 2.636], [3.033, -4.751, 7.813], [-1.987, -0.944, -0.783], [-0.288, -0.167, -0.264], [4.128, 6.467, -1.015], [0.148, 2.072, 4.338], [2.797, 0.388, -2.006], [3.158, 6.538, -2.933], [2.673, 4.924, -1.224], [1.093, -5.973, 6.972], [-1.619, 4.145, -1.616], [-2.474, 3.625, -1.198], [3.010, -4.078, 6.953], [-0.255, -1.814, -7.191], [2.406, -2.081, 2.405], [1.158, -3.476, 3.930], [1.737, 4.320, -2.086], [3.332, -0.828, -1.577], [3.608, -2.405, 2.992], [0.695, 1.441, 5.026], [4.294, -5.721, 5.153], [0.059, 1.714, 3.000], [-5.613, -3.945, -2.124], [1.244, -0.814, -6.027], [-3.520, -4.006, -1.669], [-5.577, 1.874, 0.271], [-3.053, -1.437, -1.106], [-3.444, 2.000, 0.288], [-1.678, 4.925, 4.263], [-0.936, -1.418, -5.199], [-0.621, -0.880, -3.958], [5.105, -1.921, -1.099], [1.035, 2.437, -3.549], [0.535, -5.838, 5.307], [-7.548, -1.167, -2.040], [-0.411, 3.499, 5.834], [-4.858, 3.350, -1.113], [5.686, 2.126, -2.371], [-1.279, 3.677, 2.571], [1.010, -5.292, 6.124], [2.677, -1.656, -1.337], [1.305, 3.309, 0.438], [-5.846, 3.625, -1.456], [-1.186, 4.029, 3.906], [3.386, 6.018, -1.660], [2.403, -4.792, 5.739], [0.468, 3.329, -0.265], [-5.685, -5.005, -2.328]], "e_above_lowest_kcal_mol": 0.0, "spin_multiplicity": 5, "e_homo_ev": [-9.781, -9.968], "total_energy_ev": -124229.8178, "gap_ev": [7.24, 3.61], "lumo_energy_ha": [-0.093, -0.234], "s_squared": 6.05, "charge": 1}

[2]
{"formula": "C51H45N9O12", "method": "ωB97M-V/def2-TZVPD", "symbols": ["C", "C", "H", "C", "H", "H", "H", "C", "H", "C", "H", "C", "N", "C", "C", "H", "H", "H", "O", "C", "C", "N", "H", "H", "H", "H", "H", "H", "C", "C", "N", "C", "H", "N", "C", "H", "C", "O", "H", "C", "C", "H", "N", "H", "C", "H", "C", "C", "O", "C", "O", "H", "H", "H", "C", "O", "H", "C", "C", "C", "H", "C", "H", "C", "H", "C", "C", "C", "H", "C", "H", "O", "C", "C", "H", "H", "O", "C", "C", "H", "H", "H", "N", "C", "C", "C", "C", "H", "H", "O", "O", "H", "C", "C", "N", "C", "H", "C", "O", "C", "H", "O", "C", "C", "C", "C", "H", "H", "H", "C", "C", "N", "H", "O", "H", "N", "C"], "coordinates": [[0.993, -0.022, -0.405], [2.989, -3.114, -0.588], [1.135, -3.986, 0.089], [-5.320, -4.318, 0.362], [1.965, -4.827, -3.994], [-6.081, -0.424, 0.602], [4.144, -3.629, -3.770], [-3.826, 1.836, 1.467], [-3.443, -5.262, -0.157], [-4.027, 2.249, -2.549], [6.220, 1.764, 0.752], [7.425, 0.722, 2.251], [-7.330, -2.986, 0.705], [-0.585, -3.942, 2.341], [1.483, -4.347, -1.966], [-4.617, -2.537, -3.058], [2.282, 4.607, 1.896], [4.854, -2.597, -1.601], [-5.559, 0.499, -2.842], [-0.148, -0.485, 0.167], [-6.132, -3.308, -0.110], [-5.366, 1.711, -2.946], [-2.891, -4.104, -1.988], [4.123, 2.385, 5.082], [4.675, 3.741, -5.780], [-0.768, 3.545, -1.131], [-0.736, -4.727, 1.611], [-1.096, 1.150, -1.204], [1.772, -3.803, -0.712], [1.239, -0.396, -1.714], [3.902, -1.367, 3.002], [-5.583, 2.836, 0.243], [3.676, 6.040, -5.733], [3.118, 2.722, -1.653], [-3.887, 3.585, -2.535], [4.713, 2.406, -3.879], [-0.938, -1.420, -0.536], [-7.791, -1.878, 0.594], [0.656, 1.035, 3.476], [1.443, 2.754, 2.524], [-0.308, -1.945, 4.217], [6.330, -1.849, 4.158], [0.059, -4.859, -2.206], [1.718, 0.578, 0.109], [-4.745, -2.959, -2.081], [4.171, 4.501, 3.497], [6.276, 0.941, 1.428], [3.530, -3.726, -2.897], [-1.844, 2.952, 1.830], [2.527, 4.785, -2.800], [-0.496, -5.243, -1.165], [2.317, 6.690, -3.674], [3.369, -2.609, 0.329], [-3.287, 0.191, -2.133], [2.288, -4.382, -3.062], [-0.343, -4.868, -3.307], [-2.239, -1.461, 3.419], [0.402, -1.310, -2.332], [-4.393, 0.583, 1.436], [4.053, 3.254, -3.887], [-1.793, -1.865, 0.001], [-1.782, 1.775, -1.659], [-6.091, 3.705, -0.146], [3.420, 2.561, 4.315], [4.171, 0.420, 1.280], [0.710, -2.860, 4.041], [5.219, -0.787, 2.685], [7.475, -0.315, 3.188], [2.188, -0.044, -2.162], [6.308, -1.071, 3.442], [0.617, -1.737, -3.324], [3.883, -2.187, 3.873], [0.563, -3.912, 3.098], [-3.837, -3.833, -1.578], [-3.980, -0.234, 2.002], [-6.688, -1.982, -1.734], [2.982, -1.010, 2.329], [-6.199, 1.549, 0.151], [4.172, 4.135, -4.893], [1.504, -2.779, 4.792], [-0.458, -0.211, 1.138], [-0.308, -1.185, 5.010], [-0.652, -1.901, -1.722], [3.242, 3.613, -2.815], [-1.690, 3.193, -1.575], [3.854, -3.072, -1.716], [-2.761, 4.049, -1.970], [-7.144, 1.442, -0.378], [8.279, 1.419, 2.146], [2.184, 2.837, -0.878], [3.973, 1.814, -1.511], [-2.611, 5.128, -1.850], [1.489, 1.731, 3.450], [3.465, 3.631, 3.355], [-2.480, 1.937, 2.112], [-5.912, -2.646, -1.356], [-5.419, -4.711, 1.413], [3.543, 5.403, -4.887], [-1.994, 0.990, 2.741], [-3.075, 1.295, -2.128], [0.590, 2.745, 1.891], [-6.194, 2.511, -3.310], [5.155, 0.154, 1.667], [-1.426, -2.108, 3.398], [2.393, 3.724, 2.465], [-4.147, -4.500, -0.391], [1.317, -4.686, 3.012], [-3.799, 3.946, 0.847], [-4.676, 4.253, -2.827], [-5.585, 0.474, 0.705], [-4.356, 2.959, 0.840], [-1.517, -2.999, 2.428], [1.924, 5.056, -1.927], [-7.721, -3.812, 1.521], [8.325, -0.674, 3.705], [2.489, 1.581, 4.303], [2.796, 5.720, -3.800]], "e_above_lowest_kcal_mol": 35.0, "smiles": "O=[N+]([O-])c1ccccc1.O=[N+]([O-])c1ccccc1.O=[N+]([O-])c1ccccc1.O=[N+]([O-])c1ccccc1.O=[N+]([O-])c1ccccc1.O=[N+]([O-])c1ccccc1.c1ccncc1.c1ccncc1.c1ccncc1", "e_homo_ev": -9.268, "total_energy_ev": -91579.1425, "gap_ev": 8.08, "lumo_energy_ha": -0.044, "charge": 0}